1.
C13H22N5O12PS | ωB97M-V with the def2-TZVPD basis set

## Properties
HOMO level in eV: -8.98
Kohn-Sham gap in eV: 6.8518
E_LUMO in eV: -2.13
SMILES: CC(C)=NC1=CC(=O)C(P(O)(O)=S)=CC1=O.C[N+](=O)[O-].C[N+](=O)[O-].C[N+](=O)[O-].C[N+](=O)[O-]

XYZ file:
```
54
Properties=species:S:1:pos:R:3:lowdin_charge:R:1
C 0.992 -4.475 2.786 -0.074
C 1.815 -3.163 2.250 -0.261
C 3.476 -3.326 2.163 -0.057
N 1.285 -1.943 1.907 0.084
C -0.221 -1.909 2.041 -0.162
C -0.944 -1.733 3.353 0.058
C -2.616 -1.772 3.304 -0.197
O -3.385 -1.011 4.107 -0.041
C -3.239 -2.870 2.210 -0.202
P -4.788 -3.946 2.505 0.339
O -4.354 -5.446 3.342 -0.289
O -5.459 -4.420 0.963 -0.278
S -6.100 -2.938 3.533 0.297
C -2.513 -3.059 0.906 0.031
C -1.154 -2.113 0.678 -0.148
O -0.808 -1.585 -0.512 -0.030
H -0.024 -4.685 2.243 0.075
H 0.881 -4.361 3.965 0.103
H 1.679 -5.424 2.573 0.088
H 3.834 -3.320 3.297 0.099
H 3.751 -4.367 1.705 0.084
H 3.954 -2.404 1.615 0.042
H -0.326 -1.618 4.350 0.135
H -3.358 -5.415 3.560 0.084
H -4.746 -4.837 0.370 0.076
H -2.836 -3.822 0.079 0.116
C 6.292 0.425 -0.210 0.045
N 5.630 -0.396 0.840 -0.400
O 5.983 -0.209 2.010 0.069
O 4.775 -1.204 0.460 0.025
H 7.017 1.088 0.265 0.098
H 6.789 -0.261 -0.899 0.103
H 5.515 1.001 -0.716 0.105
C -0.901 1.744 -1.929 0.036
N 0.466 2.328 -1.994 -0.414
O 0.781 3.133 -1.110 0.047
O 1.185 1.961 -2.931 0.031
H -1.418 2.154 -1.059 0.076
H -1.420 2.017 -2.850 0.086
H -0.793 0.661 -1.839 0.085
C 0.908 5.261 -4.778 0.054
N -0.474 4.765 -5.017 -0.417
O -0.773 3.667 -4.534 0.019
O -1.221 5.492 -5.683 0.065
H 1.450 4.524 -4.182 0.091
H 1.383 5.394 -5.752 0.106
H 0.829 6.209 -4.242 0.106
C -2.354 5.156 -2.529 0.035
N -2.459 5.197 -1.046 -0.405
O -2.605 6.305 -0.518 0.062
O -2.391 4.114 -0.452 0.042
H -2.429 6.175 -2.916 0.101
H -1.385 4.719 -2.780 0.063
H -3.176 4.541 -2.901 0.115
```

***

2.
C25H33N3O6S | ωB97M-V with the def2-TZVPD basis set

## Properties
Energy above the lowest of the compared OMol25 structures with the same formula, charge and spin in eV: 0.245
HOMO level in eV: -7.90
Kohn-Sham gap in eV: 8.2611
E_LUMO in eV: 0.36
SMILES: CCOc1ccc(CCNC(=O)CCNS(=O)(=O)c2ccc3c(c2)CCN3C(C)=O)cc1OCC

XYZ file:
```
68
Properties=species:S:1:pos:R:3:lowdin_charge:R:1
C -4.129 -4.603 1.909 -0.066
C -3.542 -3.557 0.973 -0.252
O -3.861 -2.286 1.510 -0.038
C -3.784 -1.166 0.734 -0.191
C -4.607 -0.116 1.133 0.018
C -4.626 1.091 0.466 -0.034
C -3.808 1.284 -0.638 -0.231
C -3.793 2.592 -1.381 -0.120
C -3.414 3.770 -0.472 -0.164
N -2.098 3.615 0.099 0.076
C -1.903 3.344 1.405 -0.506
O -2.800 3.255 2.219 0.058
C -0.436 3.149 1.767 -0.085
C -0.045 1.670 1.625 -0.200
N -0.314 1.083 0.332 -0.110
S 0.522 1.644 -0.987 0.675
O 0.003 0.924 -2.116 -0.297
O 0.507 3.085 -1.087 -0.306
C 2.166 1.088 -0.612 -0.286
C 3.184 1.996 -0.399 -0.037
C 4.463 1.556 -0.087 0.031
C 4.677 0.188 0.002 -0.129
C 3.636 -0.723 -0.216 -0.140
C 2.370 -0.281 -0.523 0.006
C 4.141 -2.126 -0.058 -0.078
C 5.631 -1.932 0.270 -0.114
N 5.857 -0.488 0.295 0.016
C 7.065 0.099 0.563 -0.468
C 8.195 -0.864 0.841 0.008
O 7.214 1.301 0.577 0.075
C -2.979 0.245 -1.043 -0.016
C -2.941 -0.978 -0.376 -0.191
O -2.085 -1.996 -0.712 -0.075
C -1.465 -2.005 -1.987 -0.235
C -2.455 -2.272 -3.117 -0.053
H -3.894 -5.600 1.545 0.073
H -3.715 -4.480 2.906 0.075
H -5.208 -4.489 1.968 0.076
H -2.455 -3.679 0.898 0.119
H -3.974 -3.661 -0.030 0.127
H -5.237 -0.280 1.993 0.123
H -5.281 1.876 0.806 0.118
H -4.783 2.792 -1.798 0.120
H -3.079 2.536 -2.206 0.116
H -3.448 4.701 -1.047 0.121
H -4.109 3.842 0.368 0.113
H -1.301 3.628 -0.525 0.098
H 0.193 3.761 1.123 0.101
H -0.294 3.444 2.807 0.124
H 1.030 1.559 1.803 0.117
H -0.586 1.077 2.367 0.134
H -1.298 0.947 0.127 0.076
H 2.964 3.048 -0.486 0.116
H 5.269 2.250 0.081 0.106
H 1.546 -0.953 -0.695 0.124
H 3.999 -2.699 -0.975 0.122
H 3.613 -2.644 0.744 0.123
H 6.269 -2.395 -0.488 0.124
H 5.885 -2.365 1.242 0.124
H 9.094 -0.286 1.033 0.088
H 7.973 -1.478 1.710 0.084
H 8.366 -1.515 -0.013 0.084
H -2.338 0.402 -1.897 0.101
H -0.910 -1.077 -2.164 0.083
H -0.750 -2.830 -1.919 0.125
H -2.964 -3.220 -2.954 0.078
H -1.923 -2.313 -4.063 0.078
H -3.201 -1.483 -3.168 0.071
```

***

3.
C44H63EuF2N4O8P2Si | ωB97M-V with the def2-TZVPD basis set

## Properties
Spin multiplicity: 8
Energy above the lowest of the compared OMol25 structures with the same formula, charge and spin in eV: 4.242
HOMO level (spin up / spin down) in eV: -1.29 / -5.26
Kohn-Sham gap (spin up / spin down) in eV: 3.4401 / 5.4499
E_LUMO (spin up / spin down) in eV: 2.16 / 0.19
Total charge: -1

XYZ file:
```
125
Properties=species:S:1:pos:R:3:lowdin_charge:R:1
Eu -0.328 -0.799 0.478 1.788
C 3.196 -0.175 -3.117 -0.151
Si 1.735 0.799 -2.411 0.520
C 2.605 1.762 0.168 -0.352
C 3.967 1.847 -0.069 -0.037
C 4.842 2.049 0.983 -0.098
C 4.350 2.138 2.273 -0.114
C 2.984 2.090 2.514 -0.095
C 2.089 1.937 1.467 -0.317
P 0.248 1.908 1.525 1.095
C -0.116 3.708 1.097 -0.413
C 0.249 4.022 -0.352 -0.217
C -0.253 5.405 -0.752 -0.190
C 0.347 6.467 0.162 -0.208
C -0.008 6.158 1.612 -0.201
C 0.473 4.767 2.027 -0.191
C -0.379 1.750 3.286 -0.425
C -1.880 2.051 3.153 -0.246
C -2.641 1.480 4.347 -0.181
C -1.878 1.735 5.657 -0.192
C -0.871 2.870 5.486 -0.209
C 0.237 2.434 4.523 -0.205
C 0.570 1.743 -3.544 -0.307
C 1.178 2.419 -4.601 -0.159
C 0.473 3.300 -5.397 -0.142
C -0.871 3.505 -5.139 -0.145
C -1.496 2.801 -4.126 -0.131
C -0.812 1.902 -3.315 -0.405
P -1.598 0.993 -1.895 1.093
C -3.372 1.611 -1.767 -0.426
C -4.368 1.417 -2.912 -0.195
C -5.737 1.988 -2.536 -0.201
C -5.622 3.459 -2.155 -0.212
C -4.705 3.609 -0.947 -0.199
C -3.316 3.059 -1.264 -0.226
C -1.709 -0.705 -2.735 -0.430
C -1.852 -0.749 -4.259 -0.197
C -1.732 -2.208 -4.708 -0.185
C -2.789 -3.121 -4.059 -0.196
C -3.625 -2.373 -3.024 -0.206
C -2.746 -1.610 -2.033 -0.214
H 3.932 0.493 -3.550 0.017
H 2.871 -0.865 -3.888 0.027
H 3.677 -0.750 -2.331 0.030
H 4.324 1.756 -1.083 0.100
H 5.904 2.112 0.800 0.096
H 5.039 2.259 3.095 0.090
H 2.622 2.166 3.525 0.084
H -1.208 3.760 1.178 0.090
H -0.192 3.265 -1.004 0.066
H 1.332 3.990 -0.473 0.113
H -1.341 5.434 -0.666 0.105
H 0.015 5.602 -1.793 0.115
H -0.040 7.451 -0.106 0.103
H 1.432 6.486 0.044 0.114
H -1.093 6.201 1.727 0.113
H 0.427 6.909 2.277 0.106
H 0.142 4.596 3.048 0.086
H 1.565 4.734 2.008 0.121
H -0.317 0.666 3.451 0.056
H -2.264 1.604 2.229 0.083
H -2.039 3.127 3.101 0.100
H -2.775 0.409 4.203 0.109
H -3.637 1.929 4.386 0.107
H -1.337 0.832 5.951 0.111
H -2.582 1.973 6.456 0.102
H -0.422 3.131 6.445 0.106
H -1.377 3.762 5.113 0.107
H 0.863 1.705 5.047 0.111
H 0.870 3.288 4.278 0.079
H 2.233 2.267 -4.783 0.083
H 0.968 3.826 -6.200 0.083
H -1.438 4.219 -5.720 0.077
H -2.542 2.975 -3.957 0.064
H -3.742 1.015 -0.923 0.092
H -4.476 0.353 -3.116 0.084
H -4.046 1.902 -3.834 0.097
H -6.150 1.430 -1.692 0.114
H -6.417 1.873 -3.384 0.106
H -6.611 3.856 -1.926 0.101
H -5.224 4.028 -3.000 0.114
H -5.133 3.065 -0.103 0.113
H -4.624 4.661 -0.663 0.105
H -2.704 3.075 -0.359 0.089
H -2.840 3.705 -2.004 0.099
H -0.701 -1.093 -2.533 0.048
H -1.041 -0.183 -4.723 0.106
H -2.790 -0.314 -4.598 0.107
H -0.730 -2.556 -4.438 0.101
H -1.816 -2.257 -5.794 0.102
H -2.299 -3.964 -3.568 0.100
H -3.457 -3.529 -4.821 0.100
H -4.241 -3.088 -2.476 0.109
H -4.308 -1.697 -3.544 0.095
H -2.224 -2.330 -1.391 0.082
H -3.395 -1.021 -1.382 0.077
O 2.293 -0.951 1.327 -0.106
H 2.295 -1.921 1.207 0.023
H 2.216 -0.830 2.284 0.046
O 0.921 -2.305 -1.691 -0.101
H 1.365 -2.737 -0.926 0.020
H 0.446 -3.011 -2.140 0.057
O 1.082 0.200 -1.010 -0.445
N 1.700 1.592 -0.870 0.022
F -2.262 -0.188 0.527 -0.556
O -0.015 -2.713 4.615 0.072
C -0.073 -2.041 3.646 -0.507
N -0.107 -1.359 2.684 -0.040
F -3.824 -3.933 4.223 0.078
C -2.602 -4.487 4.111 -0.177
C -1.971 -4.493 2.922 0.033
N -0.744 -5.066 2.766 0.009
C -0.133 -5.129 1.454 -0.020
C 0.103 -3.735 0.836 -0.638
O 1.291 -3.361 0.701 -0.062
O -0.878 -3.086 0.419 -0.153
C -0.023 -5.542 3.853 -0.487
O 1.094 -5.993 3.757 0.083
N -0.715 -5.533 5.038 0.210
C -1.995 -5.059 5.305 -0.413
O -2.487 -5.162 6.403 0.094
H -2.396 -4.032 2.041 0.146
H -0.781 -5.700 0.780 0.139
H 0.831 -5.629 1.575 0.128
H -0.195 -5.858 5.846 0.173
```

***

4.
C24H12Co2N2O6 | ωB97M-V with the def2-TZVPD basis set

## Properties
Energy above the lowest of the compared OMol25 structures with the same formula, charge and spin in eV: 0.404
HOMO level in eV: -1.19
Kohn-Sham gap in eV: 5.7844
E_LUMO in eV: 4.59
Total charge: -2

XYZ file:
```
46
Properties=species:S:1:pos:R:3:lowdin_charge:R:1
C 1.166 -3.594 -0.421 -0.188
C 2.004 -3.281 0.638 -0.367
N 2.775 -2.978 1.476 0.068
C -0.165 -4.021 -0.244 -0.287
C -1.027 -4.205 -1.365 -0.062
C -2.333 -4.611 -1.191 -0.074
C -2.829 -4.863 0.098 -0.297
C -4.179 -5.316 0.274 -0.240
N -5.283 -5.686 0.418 0.072
C -2.001 -4.681 1.214 -0.065
C -0.693 -4.264 1.058 -0.043
H 1.557 -3.469 -1.430 0.088
H -0.636 -4.017 -2.364 0.099
H -2.993 -4.752 -2.049 0.104
H -2.403 -4.880 2.209 0.107
H -0.057 -4.124 1.930 0.099
O -1.422 4.992 1.718 0.045
C -1.053 3.892 1.674 -0.210
Co -0.459 2.247 1.667 0.051
C 1.096 2.198 2.459 -0.169
O 2.176 2.203 2.892 0.072
C -1.479 1.136 2.593 -0.178
O -2.067 0.421 3.286 0.072
C 0.249 2.125 -0.249 -0.315
C 1.469 2.894 -0.485 -0.222
C 1.584 4.290 -0.256 -0.046
C 2.849 4.864 -0.178 -0.111
C 3.995 4.095 -0.409 -0.128
C 3.871 2.755 -0.785 -0.100
C 2.611 2.180 -0.899 -0.031
C 0.056 0.707 -0.445 -0.375
C 0.664 -0.421 -0.062 0.012
Co -1.296 1.656 -1.023 0.072
C -2.059 3.258 -1.308 -0.117
O -2.673 4.197 -1.596 0.096
C -2.661 0.740 -0.254 -0.102
O -3.640 0.201 0.047 0.111
C -1.233 0.899 -2.624 -0.115
O -1.163 0.364 -3.644 0.109
H 0.685 4.894 -0.110 0.099
H 2.953 5.919 0.073 0.089
H 4.983 4.540 -0.326 0.081
H 4.741 2.135 -0.987 0.092
H 2.491 1.146 -1.231 0.107
H 0.254 -1.385 -0.351 0.030
H 1.575 -0.398 0.559 0.070
```

***

5.
C38H32Br4FN3O3SiV | ωB97M-V with the def2-TZVPD basis set

## Properties
Spin multiplicity: 4
Energy above the lowest of the compared OMol25 structures with the same formula, charge and spin in eV: 0.528
HOMO level (spin up / spin down) in eV: -0.41 / -1.00
Kohn-Sham gap (spin up / spin down) in eV: 4.5706 / 5.1553
E_LUMO (spin up / spin down) in eV: 4.16 / 4.16
Total charge: -2

XYZ file:
```
83
Properties=species:S:1:pos:R:3:lowdin_charge:R:1
V -0.609 -0.017 0.379 0.778
Br -1.184 -5.631 4.509 0.619
C -1.474 -4.326 3.159 -0.777
C -2.638 -4.323 2.414 -0.773
Br -3.975 -5.643 2.696 0.621
C -2.843 -3.307 1.450 -0.636
Br -4.363 -3.298 0.312 0.718
C -1.932 -2.274 1.244 -0.432
O -2.084 -1.321 0.366 -0.231
C -0.688 -2.294 2.005 -0.429
O 0.199 -1.377 1.734 -0.189
C -0.507 -3.320 2.933 -0.646
Br 1.162 -3.300 3.838 0.682
C -1.402 3.551 -1.770 -0.118
C -1.171 3.171 -3.103 -0.126
C -0.884 1.865 -3.393 -0.048
C -0.800 0.884 -2.361 -0.199
N -1.020 1.272 -1.044 -0.016
C -1.327 2.571 -0.803 -0.141
C -0.455 -0.461 -2.603 -0.200
C -0.588 -1.129 -3.839 -0.083
C -0.568 -2.494 -3.916 -0.127
C -0.541 -3.225 -2.660 -0.103
C -0.303 -2.615 -1.496 -0.094
N 0.097 -1.218 -1.458 -0.110
H -1.641 4.569 -1.494 0.080
H -1.208 3.909 -3.899 0.087
H -0.672 1.567 -4.412 0.089
H -1.516 2.809 0.236 0.091
H -0.809 -0.546 -4.730 0.093
H -0.721 -3.007 -4.858 0.069
H -0.791 -4.281 -2.642 0.098
H -0.332 -3.131 -0.546 0.114
C -3.724 3.038 2.343 -0.185
Si -3.054 1.266 2.443 0.375
C -4.163 0.316 1.297 -0.182
C -3.428 0.633 4.172 -0.177
N -1.399 1.188 2.019 -0.099
C -0.475 1.957 2.663 -0.294
C -0.659 2.668 3.881 -0.052
C 0.320 3.469 4.454 -0.132
C 1.563 3.608 3.857 -0.139
C 1.813 2.894 2.683 -0.038
C 0.834 2.098 2.130 -0.151
O 1.077 1.313 0.971 -0.080
C 2.296 1.487 0.350 -0.317
C 2.392 2.402 -0.678 0.002
C 3.587 2.496 -1.377 -0.080
C 4.666 1.686 -1.033 -0.103
C 4.544 0.782 0.018 -0.076
C 3.353 0.682 0.719 -0.008
H -4.718 3.082 2.810 0.019
H -3.834 3.335 1.291 0.018
H -3.082 3.778 2.833 0.012
H -5.167 0.759 1.358 0.031
H -4.227 -0.742 1.581 -0.008
H -3.814 0.343 0.260 0.033
H -4.486 0.344 4.231 0.023
H -3.235 1.376 4.955 0.008
H -2.821 -0.254 4.391 0.034
H -1.606 2.558 4.393 0.067
H 0.103 3.985 5.384 0.086
H 2.336 4.229 4.291 0.078
H 2.786 2.958 2.215 0.106
H 1.519 2.992 -0.944 0.124
H 3.670 3.194 -2.202 0.098
H 5.593 1.748 -1.593 0.091
H 5.373 0.135 0.278 0.100
H 3.208 -0.032 1.523 0.141
F 4.443 -3.775 -5.503 0.019
C 3.756 -3.136 -4.518 -0.301
C 3.475 -1.798 -4.667 -0.020
C 2.769 -1.161 -3.650 -0.028
C 2.358 -1.844 -2.511 -0.193
C 1.583 -1.118 -1.434 -0.109
C 2.682 -3.190 -2.399 -0.028
C 3.380 -3.851 -3.404 -0.015
H 3.794 -1.273 -5.560 0.108
H 2.517 -0.109 -3.747 0.118
H 1.789 -0.056 -1.533 0.104
H 1.899 -1.454 -0.444 0.125
H 2.376 -3.734 -1.512 0.120
H 3.629 -4.904 -3.329 0.110
```

***

6.
C4H2NaO4 | ωB97M-V with the def2-TZVPD basis set

## Properties
Energy above the lowest of the compared OMol25 structures with the same formula, charge and spin in eV: 0.000
HOMO level in eV: -13.78
Kohn-Sham gap in eV: 8.5793
E_LUMO in eV: -5.20
Total charge: +1

XYZ file:
```
11
Properties=species:S:1:pos:R:3:lowdin_charge:R:1
O 2.101 -1.037 0.678 0.037
C 1.221 -0.267 0.294 -0.707
O 1.288 0.908 -0.075 -0.004
O -0.086 -0.873 0.317 0.103
O -3.399 0.366 -0.018 0.071
C -4.194 0.997 -0.561 0.383
C -2.366 -0.611 0.145 0.035
C -1.125 -0.108 0.076 -0.067
Na 3.603 0.720 0.286 0.833
H -2.785 -1.582 0.386 0.157
H -0.942 0.940 -0.182 0.160
```

***

Calculated total energy readings, ordered: -2424.10598 -1986.37418 -4417.71938 -4248.20323 -13486.83434 -616.55749 hartree